[1]
Density functional theory data (the ωB97M-V functional and the def2-TZVPD basis) for a structure of composition C15H21NO4 at a distorted geometry.

XYZ file:
```
41
Properties=species:S:1:pos:R:3:forces:R:3:nbo_charge:R:1
C 1.67999 0.78429 0.22535 12.05 -9.31 -2.67 0.208
H 2.57732 -3.13430 0.71949 1.29 -0.33 -1.47 0.220
H -1.82552 -0.16730 0.19169 0.75 -1.42 0.10 0.420
H -4.02009 1.60587 -0.98748 1.58 -3.59 -0.15 0.244
H 3.72979 -0.57145 -1.67346 -0.12 -3.05 -4.44 0.189
N -2.41987 0.54107 -0.11947 3.65 7.05 6.41 -0.649
H -0.99352 2.78423 1.92853 0.17 1.56 -0.02 0.215
H -3.74763 -3.69271 -0.02293 7.77 -10.27 -0.54 0.143
C 2.52120 1.02204 -0.90794 5.69 -13.55 10.37 -0.006
H -0.52607 3.07931 -0.03643 1.98 -0.86 -1.73 0.213
C -4.27606 -2.98392 -0.02018 -8.45 10.60 -0.77 -0.180
H 1.14505 3.53985 -1.86996 -2.52 10.57 -8.74 0.157
O 2.08972 -0.43435 0.82111 -5.10 2.18 2.46 -0.519
H 2.29144 -2.47725 -0.90762 -1.52 -0.09 -1.55 0.196
O -3.44603 -1.86074 -0.50443 -2.16 0.77 0.95 -0.587
H -3.04701 0.18504 -1.90535 0.44 0.02 -2.35 0.213
H -5.17855 -0.77426 -1.41821 2.44 0.44 2.69 0.170
C 3.82048 0.00465 -0.89406 -13.59 -2.02 4.60 -0.395
C -1.30305 1.80045 1.73149 -0.28 -2.07 3.86 -0.175
C 2.44236 1.86563 -1.69573 -8.07 13.56 -4.48 -0.195
H -4.80688 -0.45838 0.73259 1.79 -0.09 -4.06 0.159
H 4.64718 0.34078 -0.73385 9.34 4.31 1.97 0.168
H 4.45458 -0.04135 1.98192 0.41 0.79 -0.03 0.211
C 0.39968 2.47116 -0.44660 -2.26 1.04 3.86 -0.217
C -2.47341 1.71621 0.87577 -0.20 -2.02 -3.23 0.664
H -4.65397 -2.93918 1.06679 0.31 0.82 -1.57 0.169
C 4.34172 -0.98281 1.48649 0.62 -1.45 -2.46 -0.652
C 3.03061 -2.65887 -0.20634 -1.73 4.53 4.65 -0.649
H -1.64679 1.39683 2.80369 0.54 0.84 -2.12 0.229
C 0.65201 1.31856 0.46660 -11.49 8.26 0.64 0.222
C 1.32176 2.90977 -1.29127 3.30 -12.14 5.80 -0.160
H 5.28254 -1.33274 0.81671 -1.91 0.86 2.18 0.206
C -4.21843 -0.58435 -0.55568 -7.98 -6.35 2.14 -0.011
H -5.17416 -3.14152 -0.77799 1.64 0.35 1.71 0.165
H 4.07420 -1.69358 2.23927 0.34 -0.75 0.63 0.205
C 3.18683 -0.96970 0.46919 6.92 -2.35 -5.32 0.388
O -3.29310 2.59918 0.91902 -0.43 -0.77 -0.64 -0.577
O -0.25589 0.97690 1.40414 1.03 -1.76 0.34 -0.479
H 3.07521 2.25647 -2.28645 4.56 1.90 -4.78 0.198
H 3.96249 -2.75248 -0.64598 1.79 -1.27 -0.27 0.208
C -3.42017 0.45290 -0.97243 -2.61 5.05 -1.99 -0.329
```
Positions in Å, forces in eV/Å.

Values from the calculation:
energy relative to the best compared isomer or geometry (same formula, charge and spin)	382.2	kcal per mole
HOMO	-8.4	eV
E_tot	-939.3425	Ha


[2]
Density functional theory data (the ωB97M-V functional and the def2-TZVPD basis) for the ion C3H4IOS with charge -1 at a distorted geometry.

XYZ file:
```
10
Properties=species:S:1:pos:R:3:forces:R:3:nbo_charge:R:1
H -1.60954 0.08947 -0.03414 1.36 1.88 -0.71 0.274
H 0.26544 -0.02529 1.40980 0.14 0.81 1.30 0.227
C 0.41884 -1.31864 -0.11405 0.87 0.73 -0.44 0.335
H -0.84655 1.79343 0.31379 -0.73 0.25 0.23 0.187
C 0.43981 0.18202 0.38456 -0.60 -2.17 -1.58 -0.412
I 2.33933 1.06968 0.03031 -0.13 0.20 0.17 0.019
H -0.64154 1.22165 -1.27505 0.11 -0.85 0.07 0.205
S -1.04256 -2.14716 0.18530 -0.28 -0.55 0.26 -0.505
C -0.74765 0.86374 -0.24038 -1.04 0.34 0.95 -0.674
O 1.42443 -1.72889 -0.66015 0.29 -0.64 -0.25 -0.655
```
Positions in Å, forces in eV/Å.

Values from the calculation:
energy relative to the best compared isomer or geometry (same formula, charge and spin)	0.0	kcal per mole
HOMO	-3.6	eV
E_tot	-887.8858	Ha
total charge	-1
SMILES string	C[C@H](I)C([O-])=S